{
  "formula": "ClH2O2P",
  "method": "ωB97M-V/def2-TZVPD",
  "gap_ha": 0.36515,
  "total_charge": 0,
  "homo_ha": -0.3880,
  "smiles": "O=PCl.O",
  "de_lowest_ev": 1.110,
  "elements": ["O", "P", "Cl", "O", "H", "H"],
  "xyz": [[3.42970, -0.86502, 0.70355], [2.32493, -0.76942, 1.63021], [1.48087, -2.62526, 2.04105], [-0.49169, -0.06123, 0.32446], [-1.11369, 0.50947, -0.12873], [-1.01712, -0.70015, 0.86799]],
  "atomic_forces_ev_per_a": [[0.6, -0.3, -0.6], [-0.7, 0.5, 0.6], [0.0, -0.1, -0.1], [-0.2, -1.0, 0.9], [-0.2, 0.0, 0.0], [0.5, 0.9, -0.8]]
}